No. 1
Computed, not measured: 5 unconnected molecules or ions with the total composition C37H50F4IN3O5PS at a distorted geometry, with ωB97M-V with the def2-TZVPD basis set.

XYZ file:
```
102
Properties=species:S:1:pos:R:3
H -0.53 7.21 2.31
H 0.99 7.86 -5.26
C -1.82 7.10 -3.50
H 2.34 3.05 1.47
C 4.92 -0.27 -3.96
C -0.96 -1.68 -0.76
C -4.24 -5.26 6.34
H 0.19 0.92 2.67
H -1.87 6.14 -1.57
C -4.01 -4.20 4.19
C -1.46 6.85 1.88
F -1.57 8.13 -5.61
H -2.66 4.08 0.32
H 1.38 0.62 -0.36
H -1.52 -4.44 -0.59
H -2.01 -3.92 3.46
C -0.20 -4.75 1.26
O 3.44 -6.00 -0.87
H 2.80 -3.18 -1.91
C -2.02 -0.18 1.02
H 0.47 -5.24 -0.98
H 0.51 -4.01 1.82
H -2.39 -5.80 7.32
N 0.61 -2.97 -2.48
O 2.76 -6.65 1.67
H 6.55 -1.26 -4.96
C 5.36 0.45 -1.71
C 0.15 6.43 -2.28
C 6.22 -0.78 -4.05
C 0.63 1.42 1.69
H 7.32 0.05 -0.93
F -4.57 -3.65 3.11
H -4.69 7.74 1.33
C 0.38 7.49 -4.44
H -2.90 7.19 -3.59
H -0.71 -5.46 2.08
F 4.95 1.04 -0.58
H 3.06 -5.43 -1.60
H -1.87 -3.87 -2.66
H 8.09 -1.07 -3.02
H 0.22 -6.73 0.16
C 2.11 -3.04 -2.84
F -0.38 4.83 1.31
C -4.82 -4.68 5.22
H 2.33 -3.81 -3.70
H 0.61 5.98 -1.40
H -1.74 0.03 2.15
H 0.17 -2.64 -3.40
H -1.18 0.63 -0.90
I -3.65 1.33 0.77
C 0.67 0.27 0.52
H -4.74 5.46 0.34
C 0.96 6.92 -3.31
C 6.66 -0.05 -1.78
H -2.43 -2.00 2.30
C 0.62 -5.61 0.13
C -1.41 -3.96 0.47
C -1.49 5.58 1.31
H 4.16 1.50 1.33
C -2.66 5.07 0.75
H -4.87 -5.64 7.15
H 1.98 2.45 3.21
N -1.68 -0.52 -3.30
H -0.96 -4.93 5.49
H -3.57 -2.04 0.73
C 4.49 0.34 -2.79
O -3.84 -1.12 -1.72
C -2.85 -5.35 6.44
C -2.61 7.63 1.88
H -2.41 -4.22 1.06
H -0.49 -2.19 1.15
H 3.09 -0.08 1.86
C -2.62 -4.29 4.28
H 3.86 1.07 3.14
C 3.35 1.04 2.06
P -2.25 -1.62 -2.21
H 1.17 -0.69 1.02
H -2.59 8.63 2.31
H 3.48 0.73 -2.70
C 7.08 -0.67 -2.96
N -1.29 -2.45 0.49
H 2.04 6.85 -3.23
C -0.79 -0.14 -0.11
C -3.79 7.13 1.32
S 2.46 -5.62 0.51
H -2.46 0.20 -3.35
C 2.08 2.07 2.09
H 2.37 -1.97 -3.29
H -5.90 -4.59 5.13
H 1.36 -2.18 -0.61
O -2.40 -3.12 -3.07
H 4.25 -0.35 -4.81
H -4.52 -1.74 -2.16
H -0.07 2.30 1.32
C -1.01 7.58 -4.53
C -1.24 6.52 -2.38
H 0.91 -0.87 -2.01
C -2.04 -4.86 5.41
C -3.82 5.85 0.77
C 0.56 -1.86 -1.43
O 2.99 -4.24 1.03
C -2.50 -1.78 1.13
```

Its total charge is +1. For the largest force on an atom, the calculation gives 0.1650 Eh/bohr. The value obtained for the HOMO energy is -10.5 eV. Its gap between HOMO and LUMO is 7.6 eV.

No. 2
Computed, not measured: a molecular structure, C37H51AsCl2GeN3O2SSeTl, with ωB97M-V with the def2-TZVPD basis set.

XYZ file:
```
100
Properties=species:S:1:pos:R:3
C -5.17 1.65 0.88
H 3.05 -3.30 -0.72
Tl -0.14 1.62 1.09
H -5.20 2.39 3.92
H 2.56 -3.11 0.97
H 1.53 -1.53 -1.43
H 1.69 -5.53 -2.56
H -6.00 1.93 1.54
C -3.39 -1.97 3.42
H -2.95 -2.36 0.29
C 0.53 -0.31 -4.43
H 0.57 -6.72 -1.87
C 4.70 -1.26 -1.90
C 5.76 -2.10 0.52
H -3.71 2.84 1.94
H 5.90 -2.79 -2.79
Ge 1.15 -4.92 -0.14
C 4.31 -0.63 -0.72
H -6.01 0.93 5.79
H -4.61 -1.75 5.19
N -4.01 0.70 3.98
H -0.20 6.26 -3.66
C 4.14 2.38 -1.09
H 2.13 2.37 -3.10
C -2.17 -1.60 0.23
H -4.87 1.16 -1.18
H -3.36 -3.00 5.34
N -2.43 -0.94 3.73
C 1.04 0.98 -4.33
H -4.46 1.18 6.63
H 2.57 3.76 -0.59
C 1.94 0.45 -2.17
C 5.69 4.60 -1.69
As 3.05 0.85 -0.65
H -1.56 -1.26 4.12
C 6.15 -2.72 -0.66
C -4.12 2.76 0.94
H 0.55 -5.34 2.29
Cl 1.00 6.00 -1.20
H 0.86 1.71 -5.11
C -0.08 3.49 -1.55
H 5.86 1.22 -1.68
C 0.73 -6.00 1.44
C -5.69 1.45 -0.53
H -3.30 2.52 0.25
H 6.29 5.47 -1.93
C 4.39 4.76 -1.23
C 5.45 2.21 -1.55
C 1.76 1.35 -3.20
C -1.57 3.18 -3.57
C -1.05 2.77 -2.38
H 1.56 -6.67 1.69
H -4.14 -1.58 2.73
O 2.44 0.82 0.87
C 5.61 -2.30 -1.87
C -5.18 1.63 5.94
C 4.84 -1.06 0.49
C -2.83 0.26 4.32
C 0.72 -1.22 -3.40
C -0.42 5.25 -3.34
Cl -1.59 1.21 -1.77
C -4.09 -2.55 4.66
H -2.25 2.52 -4.10
H -0.29 -3.31 -1.51
C -1.25 4.43 -4.11
C 6.22 3.32 -1.85
H 2.29 -6.79 -1.47
H -2.06 -1.24 -0.79
H -5.57 2.55 6.38
H 4.27 -0.94 -2.85
H -4.82 -3.31 4.37
H -4.54 3.72 0.65
H -1.66 4.77 -5.05
C -4.48 1.91 4.61
H -0.16 -6.60 1.27
C 1.41 -0.84 -2.26
H -3.66 2.62 4.78
H 6.16 -2.43 1.47
C -0.38 -3.76 -0.52
H 3.58 -4.48 0.49
C 0.10 4.82 -2.15
H -6.44 0.66 -0.55
H 3.96 5.75 -1.12
H -2.42 -0.78 0.89
S -1.67 0.97 5.39
H -0.03 -0.59 -5.31
C 1.46 -6.11 -1.67
H 0.30 -2.22 -3.47
H -6.14 2.37 -0.91
H -1.30 -4.35 -0.49
C 2.75 -3.85 0.18
Se -0.49 -2.35 0.83
N 0.55 3.05 -0.51
H 7.23 3.19 -2.21
C 3.61 3.65 -0.92
H 4.49 -0.58 1.40
H 6.86 -3.54 -0.63
H -2.85 -2.76 2.89
O -4.61 0.42 1.31
H -4.39 0.50 2.28
```

Its total charge is -2. Its energy above the lowest of the compared OMol25 structures with the same formula, charge and spin is 0.051 eV. For the largest force on an atom, the calculation gives 0.0047 Eh/bohr. The value obtained for the HOMO energy is -0.9 eV. Its gap between HOMO and LUMO is 4.6 eV.